A molecular structure, C18H25N2O4PbS, computed with ωB97M-V/def2-TZVPD.

Calculated values
Charge: +1
Kohn-Sham gap in eV: 8.85
Largest force on an atom in Eh/bohr: 0.001

Each line ends with the Mulliken charge.
CARTESIAN COORDINATES (ANGSTROEM)
Pb1 1.3751 -0.6073 1.4204  1.26
O1 -0.8631 -0.2876 0.0057  -0.05
C1 -0.2422 -0.0603 -1.2876  1.32
C2 0.6685 -1.2963 -1.5726  0.03
O2 0.7489 -1.7948 -2.6662  -0.61
O3 1.3358 -1.6983 -0.5207  -0.36
C3 0.6337 1.1722 -1.0868  -0.62
C4 0.0826 2.2911 -0.4637  -0.25
C5 0.8521 3.4213 -0.2411  -0.80
C6 2.1799 3.4513 -0.6511  -0.49
C7 2.7255 2.3524 -1.2958  -0.86
C8 1.9573 1.2146 -1.5131  -0.06
C9 -1.2901 0.1978 -2.3538  -0.06
C10 -2.6327 0.3498 -2.0269  -0.04
C11 -3.5742 0.6193 -3.0135  -0.95
C12 -3.1774 0.7522 -4.3322  -0.44
C13 -1.8339 0.6206 -4.6607  -0.91
C14 -0.8957 0.3477 -3.6814  -0.34
H1 -1.5419 -0.9647 -0.1200  0.36
H2 -0.9623 2.2778 -0.1772  0.62
H3 0.4125 4.2887 0.2347  0.47
H4 2.7795 4.3361 -0.4844  0.44
H5 3.7516 2.3782 -1.6380  0.45
H6 2.3931 0.3647 -2.0252  0.53
H7 -2.9665 0.2822 -0.9986  0.32
H8 -4.6162 0.7308 -2.7440  0.43
H9 -3.9076 0.9630 -5.1018  0.41
H10 -1.5147 0.7285 -5.6887  0.40
H11 0.1450 0.2387 -3.9505  0.43
N1 3.2358 -2.4190 1.4345  -0.49
C15 2.7687 -3.6534 2.0873  -0.68
C16 1.3231 -3.9138 1.7060  -0.57
N2 0.4838 -2.7676 2.1074  -0.44
H12 3.2535 -2.5437 0.4239  0.24
H13 4.1743 -2.1849 1.7379  0.28
H14 2.8539 -3.5202 3.1682  0.36
H15 3.3740 -4.5210 1.8169  0.37
H16 0.9795 -4.8419 2.1652  0.44
H17 1.2403 -4.0144 0.6241  0.31
H18 0.3346 -2.7329 3.1124  0.28
H19 -0.4407 -2.8399 1.6952  0.24
C17 -2.7697 0.8830 2.6161  -0.46
S1 -1.4447 0.6258 3.7903  0.26
C18 -0.5581 2.1482 3.4752  -0.53
O4 -0.5911 -0.4803 3.2081  -0.48
H20 -3.3425 1.7614 2.9111  0.47
H21 -3.4097 0.0035 2.6534  0.35
H22 -2.3367 1.0066 1.6234  -0.24
H23 -1.1771 2.9842 3.7996  0.43
H24 -0.3286 2.2264 2.4118  -0.10
H25 0.3549 2.1242 4.0670  0.33